{"formula": "C3H11O4", "method": "wB97M-V/def2-TZVPD", "orbital_gap_ev": 8.212, "largest_force_ev_per_a": 3.3, "homo_energy_ha": -0.1572, "total_charge": -1, "relative_energy_kcal_mol": 26.9, "species": ["C", "O", "C", "C", "O", "H", "H", "H", "H", "H", "H", "H", "H", "H", "O", "H", "H", "O"], "positions_angstrom": [[0.123, -0.408, -2.013], [-0.971, 0.482, -2.278], [1.012, 0.038, -0.869], [1.048, -0.644, 0.480], [0.733, 0.254, 1.507], [-0.346, -1.361, -1.734], [0.695, -0.473, -2.939], [0.930, 1.134, -0.853], [2.062, -0.049, -1.292], [0.359, -1.524, 0.511], [2.057, -1.003, 0.656], [-0.287, -0.471, 2.291], [-1.127, 0.999, -1.464], [-1.773, -0.808, 1.659], [-1.224, -0.959, 2.434], [-1.757, 1.772, 1.677], [-0.469, 1.087, 1.203], [-1.065, 1.934, 1.023]], "lowdin_charge": [-0.28, -0.11, -0.19, -0.37, -0.33, 0.10, 0.10, 0.12, 0.11, 0.10, 0.08, 0.00, 0.06, -0.01, -0.20, 0.00, -0.02, -0.17]}

***

{"formula": "C12H15Cl3N2O4Os", "method": "wB97M-V/def2-TZVPD", "orbital_gap_ev": [9.151, 7.167], "largest_force_ev_per_a": 2.9, "spin_multiplicity": 5, "homo_energy_ha": [-0.5476, -0.5874], "total_charge": 2, "species": ["Os", "Cl", "C", "C", "C", "Cl", "C", "O", "C", "C", "O", "C", "H", "H", "H", "N", "C", "C", "C", "N", "H", "H", "H", "H", "H", "H", "H", "H", "H", "H", "Cl", "C", "C", "O", "O", "H", "H"], "positions_angstrom": [[-0.869, 0.379, -0.492], [5.408, -3.258, 0.074], [4.116, -2.173, 0.225], [4.312, -1.065, 0.968], [3.204, -0.277, 1.194], [3.296, 1.182, 2.055], [1.907, -0.634, 0.621], [1.061, 0.280, 0.806], [1.818, -1.793, -0.261], [0.599, -2.159, -1.119], [-0.050, -0.975, -1.650], [2.905, -2.559, -0.365], [5.178, -0.846, 1.563], [0.795, -2.838, -1.922], [2.916, -3.377, -1.109], [-1.787, 1.633, 0.897], [-2.568, 2.855, 0.612], [-1.700, 3.718, -0.279], [-1.515, 3.119, -1.631], [-0.428, 2.081, -1.649], [-2.342, 1.001, 1.502], [-0.980, 1.868, 1.452], [-2.824, 3.398, 1.497], [-3.483, 2.579, 0.047], [-0.775, 4.109, 0.150], [-2.205, 4.690, -0.351], [-1.254, 3.867, -2.368], [-2.459, 2.557, -2.077], [0.523, 2.482, -1.326], [-0.175, 1.777, -2.622], [-3.703, -3.103, 1.371], [-2.077, -3.544, 1.092], [-1.263, -2.462, 0.373], [-0.349, -2.964, -0.379], [-1.496, -1.260, 0.562], [-2.016, -4.417, 0.443], [-1.719, -3.868, 2.097]], "lowdin_spin": [2.44, 0.11, 0.18, -0.02, 0.17, 0.06, 0.13, 0.37, 0.07, 0.02, 0.22, 0.06, 0.00, 0.00, 0.00, 0.04, 0.01, 0.00, 0.02, 0.02, 0.01, 0.01, 0.00, 0.00, 0.00, 0.00, 0.00, 0.01, 0.00, 0.01, 0.00, 0.00, 0.01, 0.01, 0.04, 0.00, 0.00]}